1.
Molecular formula: C26H52F4IN4O10P2
Method: DFT, ωB97M-V/def2-TZVPD

The geometry in XYZ format:
```
99
Properties=species:S:1:pos:R:3
C 2.82323 -4.28559 0.50276
C 2.44792 -2.96591 -0.20418
C 1.41199 -3.27584 -1.30021
C 2.11786 -3.96419 -2.48827
N 0.67999 -2.07395 -1.72943
C 1.36899 -1.05101 -2.55270
C 1.65566 0.26304 -1.81543
C 3.06452 0.42176 -1.28718
F 3.30228 1.75082 -1.15769
F 3.21186 -0.09838 -0.05914
F 4.01540 -0.05764 -2.10366
C -0.55466 -1.88831 -1.40580
N -1.23060 -2.80936 -0.61297
C -2.47737 -3.27234 -1.26621
C -3.69180 -2.88040 -0.40823
C -2.39180 -4.81451 -1.26850
O -1.91010 -5.41309 -2.18177
N -2.88863 -5.51467 -0.08751
C -1.85146 -5.87964 0.75773
O -0.99332 -5.16646 1.15360
F -1.91093 -7.13964 1.15383
C -2.58887 -2.72713 -2.68864
C -2.34830 -1.21758 -2.77711
N -1.24718 -0.75376 -1.86896
I -1.92914 0.38148 -0.28798
H 2.12757 -5.09191 0.27021
H 3.80913 -4.63263 0.20510
H 2.79301 -4.15686 1.58024
H 1.95186 -2.33738 0.53441
H 3.34522 -2.52038 -0.62025
H 0.76367 -4.02763 -0.87025
H 1.52616 -3.76946 -3.38523
H 3.09634 -3.52590 -2.66803
H 2.15617 -5.03232 -2.31732
H 2.29546 -1.44706 -2.95385
H 0.73388 -0.84166 -3.40558
H 1.47854 1.09429 -2.49320
H 0.95688 0.40787 -0.99664
H -1.36438 -2.47660 0.33328
H -3.43082 -2.85329 0.64844
H -4.50032 -3.59978 -0.50808
H -4.07801 -1.90045 -0.67727
H -3.29534 -6.38799 -0.42440
H -1.87180 -3.25839 -3.31788
H -3.57233 -3.00745 -3.05891
H -2.16141 -0.91539 -3.80549
H -3.25696 -0.69705 -2.48590
O 4.80039 0.06668 4.84987
P 3.49115 -0.55882 5.10893
O 3.36998 -1.88154 4.16636
C 4.37417 -2.89362 4.26010
C 4.25664 -3.70401 5.53742
O 2.41775 0.41025 4.37733
C 2.83993 1.61781 3.74619
C 3.28560 1.37217 2.31934
O 2.41333 -0.94064 6.24458
C 2.75461 -1.21846 7.61506
C 3.97342 -0.47380 8.12268
H 5.36601 -2.44079 4.18478
H 4.23370 -3.54599 3.39807
H 4.51431 -3.09379 6.40717
H 4.94470 -4.54965 5.52071
H 3.24228 -4.08271 5.66490
H 3.62815 2.10039 4.32186
H 1.99073 2.30259 3.75873
H 3.91287 0.48894 2.22326
H 3.83078 2.22973 1.92270
H 2.41272 1.20333 1.68912
H 2.87743 -2.29637 7.74311
H 1.88502 -0.94262 8.21122
H 4.81827 -0.54396 7.43000
H 4.28994 -0.88678 9.07973
H 3.75016 0.58360 8.26718
O -3.30258 4.57325 -1.97489
P -3.25735 5.47488 -3.14527
O -4.59470 5.23585 -4.02517
C -5.87816 5.39252 -3.41499
C -6.22030 6.84933 -3.16624
O -2.14819 4.80686 -4.12844
C -1.43499 3.65275 -3.72266
C -2.19069 2.37830 -4.04971
O -2.85245 6.94671 -3.64968
C -2.88616 8.12400 -2.82166
C -2.61507 7.86684 -1.35292
H -5.91781 4.82582 -2.48103
H -6.59961 4.95834 -4.10562
H -5.58079 7.26932 -2.38438
H -7.25191 6.94916 -2.82828
H -6.09308 7.43764 -4.07479
H -1.20171 3.70023 -2.65842
H -0.47749 3.65925 -4.24684
H -3.25097 2.44398 -3.80702
H -1.76387 1.52548 -3.51611
H -2.13792 2.16859 -5.12054
H -3.84441 8.62997 -2.95680
H -2.13062 8.80129 -3.21852
H -3.20648 7.03106 -0.96473
H -2.86225 8.75207 -0.76830
H -1.56257 7.63434 -1.18712
```

Results
LUMO level in Ha: -0.1565
Charge: +1
Frontier orbital gap in eV: 7.7

Atomic partial charges in e from the Löwdin method, atoms 1 to 4: -0.0577, -0.1755, -0.3024, -0.0094

2.
Molecular formula: C11H22Cl8N2O2
Method: DFT, ωB97M-V/def2-TZVPD

The geometry in XYZ format:
```
45
Properties=species:S:1:pos:R:3
Cl -1.73919 -6.19262 2.13390
C -1.57810 -4.95165 0.98988
Cl -1.79180 -3.35417 1.76204
Cl -0.00226 -4.95051 0.23105
Cl -2.89069 -5.27022 -0.23773
C -0.64296 5.09126 3.76666
N -0.82733 3.59344 3.61324
C -0.43578 3.16103 2.25736
C -1.39053 2.87071 4.57895
O -1.51728 1.67270 4.50374
H 0.43234 5.26960 3.76140
H -0.77489 5.34223 4.81914
H -1.14789 5.68623 3.00565
H -1.00674 3.69571 1.49827
H 0.60743 3.43666 2.10300
H -0.50171 2.09153 2.05758
H -1.61677 3.53345 5.42853
C -2.30332 -1.15466 -3.18149
N -3.49032 -0.83862 -2.47267
C -3.53277 -1.35797 -1.08908
C -4.58680 -0.16228 -2.97598
O -5.70640 -0.01806 -2.44569
H -2.20122 -2.19134 -3.50237
H -1.42353 -0.90356 -2.58901
H -2.36297 -0.56558 -4.09665
H -2.55396 -1.20020 -0.63614
H -4.18534 -0.73150 -0.48097
H -3.69571 -2.43522 -1.12207
H -4.44730 0.36290 -3.93354
Cl 5.84938 -0.65243 -0.08152
C 5.70019 0.15898 -1.65426
C 6.26237 -0.72714 -2.81972
Cl 5.10144 -2.02895 -2.94668
H 6.33530 1.04441 -1.68176
H 4.66987 0.44466 -1.86621
H 7.32683 -0.96084 -2.79972
H 6.22451 -0.20303 -3.77469
Cl 2.03751 -0.49315 -1.89871
C 2.01564 -0.73990 -0.15959
C 0.59117 -1.10711 0.31205
Cl -0.49824 0.32081 -0.00160
H 2.25430 0.20411 0.33030
H 2.80134 -1.46052 0.06734
H 0.45182 -1.31732 1.37248
H 0.19051 -2.01196 -0.14491
```

Results
Energy relative to the best compared isomer or geometry (same formula, charge and spin) in kJ/mol: 0.0
LUMO level in Ha: 0.0028
SMILES: ClC(Cl)(Cl)Cl.CN(C)C=O.CN(C)C=O.ClCCCl.ClCCCl
Frontier orbital gap in eV: 9.1

Atomic partial charges in e from the Löwdin method, atoms 1 to 4: 0.5853, -2.0542, 0.5411, 0.5507

3.
Molecular formula: C74H162N8O6
Method: DFT, ωB97M-V/def2-TZVPD

The geometry in XYZ format:
```
250
Properties=species:S:1:pos:R:3
C 3.14297 -0.84429 14.09549
C 1.78060 -1.11023 13.38489
C 1.76586 -0.68900 11.93872
N 0.42389 -0.90010 11.09211
C -0.80563 -0.20494 11.81592
C -2.13652 -0.13019 11.01267
C -1.90357 0.33331 9.54503
C -0.75105 -0.39097 8.75479
C 0.57956 -0.48360 9.63322
C 0.24459 -2.37747 11.10369
H 4.00940 -0.83389 13.43421
H 3.28765 -1.60787 14.85976
H 3.23477 0.04722 14.71589
H 0.90227 -0.70038 13.88354
H 1.64946 -2.17574 13.57356
H 2.56236 -1.07840 11.30464
H 1.90162 0.39230 11.96022
H -0.36692 0.73287 12.15674
H -1.01754 -0.71574 12.75521
H -2.73869 0.63573 11.50139
H -2.67292 -1.07572 11.09247
H -1.65575 1.39346 9.59776
H -2.85414 0.28942 9.01344
H -0.66670 0.15731 7.81651
H -1.02744 -1.42775 8.56294
H 1.00363 0.51579 9.73071
H 1.28048 -1.18267 9.17704
H 1.14389 -2.93562 10.84324
H -0.54168 -2.70156 10.42191
H -0.22139 -2.62445 12.05761
C 0.69980 -10.98665 6.72485
C 0.20941 -10.35235 5.39601
C 0.41836 -8.85025 5.32030
N -0.47863 -8.08923 4.19172
C -0.32869 -6.57185 4.35556
C 1.06544 -6.11377 4.00100
C 1.42275 -6.49979 2.54600
C 1.20174 -7.95901 2.22494
C -0.21397 -8.54168 2.73035
C -1.99674 -8.23336 4.45096
H 0.72366 -12.07438 6.65856
H -0.00783 -10.67805 7.49435
H 1.68977 -10.67337 7.05639
H -0.80922 -10.66680 5.16888
H 0.79402 -10.84489 4.61900
H 1.42873 -8.50076 5.10794
H -0.02904 -8.41720 6.21495
H -0.50004 -6.35586 5.41012
H -1.08265 -5.95913 3.86136
H 1.76387 -6.46878 4.75881
H 1.05107 -5.02625 3.92899
H 2.45952 -6.25696 2.31310
H 0.75949 -6.00167 1.83885
H 2.06954 -8.48126 2.62777
H 1.29108 -8.31257 1.19775
H -0.12747 -9.62816 2.74315
H -1.09821 -8.43664 2.10169
H -2.25902 -9.28770 4.36333
H -2.54389 -7.68377 3.68501
H -2.42341 -7.95383 5.41424
C -3.24067 2.81332 -11.84316
C -3.30704 3.06931 -10.40802
C -2.24442 2.37770 -9.55717
N -2.46732 2.61987 -8.03848
C -3.94383 2.28026 -7.64752
C -4.09660 1.86999 -6.15044
C -3.11556 0.88745 -5.57223
C -1.71335 1.40906 -5.84310
C -1.38277 1.74485 -7.30812
C -2.27668 4.12143 -7.68405
H -2.39611 3.32300 -12.30688
H -4.06193 3.34208 -12.32694
H -3.29049 1.76335 -12.13158
H -4.25973 2.62585 -10.11847
H -3.32391 4.15670 -10.33438
H -1.25462 2.64022 -9.93064
H -2.31013 1.29543 -9.66882
H -4.24272 1.45275 -8.29094
H -4.61885 3.12412 -7.79015
H -5.11846 1.58447 -5.90072
H -4.07409 2.80753 -5.59490
H -3.25700 -0.09222 -6.02869
H -3.28258 0.73163 -4.50642
H -1.10902 0.53326 -5.60675
H -1.46663 2.13217 -5.06571
H -1.32349 0.74404 -7.73587
H -0.43695 2.25396 -7.49342
H -2.32898 4.25244 -6.60322
H -3.12330 4.62778 -8.14766
H -1.31441 4.44888 -8.07764
C -3.17833 -5.08611 -2.78516
C -4.53568 -4.82424 -2.19287
C -5.59412 -5.89262 -2.48155
N -7.09104 -5.34202 -2.45950
C -7.41005 -4.18089 -3.47963
C -8.94278 -3.91529 -3.48279
C -9.83301 -5.13497 -3.72462
C -9.51201 -6.29393 -2.75713
C -7.97555 -6.57973 -2.77485
C -7.33204 -4.84884 -0.99679
H -2.68028 -6.02543 -2.54483
H -2.53432 -4.25702 -2.49194
H -3.22949 -5.05035 -3.87337
H -4.89684 -3.86544 -2.56483
H -4.40999 -4.75898 -1.11211
H -5.47697 -6.75039 -1.81928
H -5.49762 -6.18209 -3.52797
H -7.10040 -4.48684 -4.47895
H -6.74642 -3.35999 -3.20795
H -9.26185 -3.18743 -4.22879
H -9.23336 -3.50157 -2.51712
H -9.61413 -5.53152 -4.71606
H -10.89895 -4.90912 -3.69538
H -10.04844 -7.16657 -3.12973
H -9.86874 -6.08415 -1.74876
H -7.72877 -7.00170 -3.74908
H -7.84476 -7.35302 -2.01789
H -7.05738 -5.67916 -0.34623
H -8.41131 -4.76090 -0.87208
H -6.81929 -3.89313 -0.88812
C 3.53015 5.72440 -3.20603
C 3.24855 6.65911 -4.43775
C 4.38193 7.68700 -4.52083
N 4.25370 8.80929 -5.60278
C 5.39483 9.84786 -5.32950
C 5.75209 10.84372 -6.45088
C 5.86209 10.10349 -7.80362
C 4.60590 9.31163 -8.16151
C 4.48745 8.14796 -7.04833
C 2.99066 9.67126 -5.50624
H 4.55407 5.35074 -3.21448
H 2.86329 4.88032 -3.03018
H 3.38008 6.29331 -2.28845
H 2.30714 7.20816 -4.41796
H 3.16090 6.11915 -5.38055
H 5.33007 7.19822 -4.74490
H 4.50063 8.14833 -3.54041
H 6.24515 9.18604 -5.16505
H 5.24537 10.35904 -4.37846
H 6.75066 11.19428 -6.19004
H 5.06583 11.68305 -6.56350
H 6.65141 9.35372 -7.74984
H 6.18549 10.79349 -8.58299
H 4.68915 8.82464 -9.13311
H 3.71166 9.93122 -8.22896
H 5.31850 7.44392 -7.09038
H 3.61701 7.50976 -7.20040
H 2.20662 9.01472 -5.88352
H 3.12128 10.58161 -6.09130
H 2.76476 9.81144 -4.44915
C 3.21753 -6.98201 -7.17318
C 2.77612 -5.54833 -6.67214
C 4.02617 -4.72972 -6.85859
N 3.99822 -3.18978 -6.96521
C 3.36196 -2.59971 -5.69568
C 4.31455 -2.78432 -4.44801
C 5.69066 -2.22913 -4.62991
C 6.37447 -2.87979 -5.81610
C 5.50703 -2.71163 -7.06667
C 3.28332 -2.89492 -8.30390
H 3.20075 -6.85925 -8.25611
H 2.51372 -7.69210 -6.73898
H 4.25326 -7.19565 -6.90910
H 2.59933 -5.41094 -5.60539
H 1.83519 -5.22179 -7.11501
H 4.56916 -5.07455 -7.73857
H 4.65474 -4.94340 -5.99409
H 2.46067 -3.16635 -5.46180
H 3.14701 -1.56777 -5.97317
H 4.34356 -3.82290 -4.11843
H 3.75247 -2.20939 -3.71205
H 6.19479 -2.43158 -3.68494
H 5.70653 -1.14106 -4.69279
H 6.48570 -3.93991 -5.58834
H 7.36014 -2.45954 -6.01597
H 5.96020 -3.18594 -7.93717
H 5.41872 -1.64219 -7.25802
H 3.85262 -3.31009 -9.13555
H 3.28003 -1.85136 -8.61867
H 2.25955 -3.25013 -8.18648
C 6.79119 -3.67705 1.99115
C 6.88837 -2.18084 2.38880
C 5.56078 -1.56768 2.80037
N 5.55225 -0.10054 3.35619
C 5.75992 0.92868 2.18594
C 5.57539 2.32509 2.57124
C 4.15992 2.63360 3.14965
C 3.77591 1.75509 4.27059
C 4.13965 0.18451 4.00946
C 6.65944 0.26849 4.38953
H 6.27378 -3.67968 1.03179
H 6.26082 -4.33050 2.68384
H 7.77886 -4.10975 1.83183
H 7.14760 -1.57028 1.52386
H 7.60778 -2.03223 3.19407
H 5.18697 -2.10606 3.67129
H 4.86056 -1.61959 1.96664
H 4.94179 0.73217 1.49300
H 6.76336 0.73735 1.80567
H 5.75996 3.03156 1.76195
H 6.36745 2.65331 3.24430
H 3.32885 2.61547 2.44460
H 4.23506 3.67437 3.46472
H 2.69789 1.72606 4.42911
H 4.30213 2.08199 5.16743
H 3.47550 -0.32261 3.30957
H 4.22785 -0.36425 4.94710
H 6.58167 1.24539 4.86673
H 7.69096 0.22034 4.04060
H 6.56749 -0.48497 5.17181
C -7.15556 6.71252 5.49559
C -5.92709 6.21146 4.78594
C -4.74421 7.23728 4.88640
N -3.38670 6.75755 4.15605
C -3.60546 6.71332 2.61056
C -2.31039 6.56521 1.80516
C -1.29865 7.58863 2.22684
C -1.11496 7.67327 3.77270
C -2.42477 7.91011 4.57923
C -3.05529 5.35688 4.65632
H -7.04009 7.17203 6.47723
H -7.85663 5.89144 5.64536
H -7.72925 7.35313 4.82581
H -6.05906 5.96057 3.73344
H -5.65675 5.25724 5.23813
H -4.46363 7.59878 5.87569
H -5.14725 8.09345 4.34544
H -4.05762 7.67227 2.35742
H -4.40447 6.07269 2.23736
H -2.55654 6.67570 0.74909
H -1.91971 5.56418 1.98799
H -1.66658 8.52184 1.80039
H -0.37563 7.40970 1.67538
H -0.42993 8.46480 4.07654
H -0.68570 6.72776 4.10408
H -2.90398 8.80679 4.18631
H -2.41229 7.87371 5.66856
H -2.10189 5.04987 4.22634
H -3.82005 4.63155 4.37857
H -2.96770 5.53282 5.72845
O -5.36485 1.33715 1.23549
C -6.61453 1.44614 0.72057
O -6.97296 0.56658 -0.08094
O -7.43082 2.31860 1.07497
H -5.14092 0.55087 0.73229
O -1.14866 1.15994 0.12994
C -0.59058 0.10916 0.70057
O 0.46771 -0.39252 0.30132
O -1.19124 -0.32728 1.69473
H -1.78610 1.30364 0.83322
```

Results
LUMO level in Ha: -0.3159
Charge: +6
Frontier orbital gap in eV: 3.7

Atomic partial charges in e from the Löwdin method, atoms 1 to 4: -0.0652, -0.2243, -0.1103, -0.2353

4.
Molecular formula: C4H10N3
Method: DFT, ωB97M-V/def2-TZVPD

The geometry in XYZ format:
```
17
Properties=species:S:1:pos:R:3
C 0.77047 -1.97668 0.01561
C -0.17159 -0.88482 -0.01396
N -1.48385 -0.93015 -0.15983
C -2.04413 0.34095 0.01960
N -0.85445 1.33014 0.06381
N 0.32640 0.36661 0.29668
C 1.60613 0.87344 -0.07715
H 1.34857 -1.83911 -0.91841
H 0.20134 -2.89802 0.22776
H 1.46765 -1.91289 0.76873
H -2.64614 0.55668 -0.79587
H -2.55259 0.40829 1.04290
H -0.64300 1.68514 -0.86396
H -0.98106 1.93366 0.88950
H 2.43142 0.27512 0.39142
H 1.75996 0.73389 -1.06779
H 1.46488 1.93776 0.18096
```

Results
Energy relative to the best compared isomer or geometry (same formula, charge and spin) in kJ/mol: 306.7
LUMO level in Ha: -0.1319
SMILES: CC1=NC[NH2+]N1C
Charge: +1
Frontier orbital gap in eV: 10.3

Atomic partial charges in e from the Löwdin method, atoms 1 to 4: 0.0197, -0.3604, 0.1083, -0.1284

Strongest force on any atom: 0.1012, 0.0717, 0.0884, 0.0842 (Eh/bohr)